[1]
116
Properties=species:S:1:pos:R:3:forces:R:3 method="wB97M-V/def2-TZVPD" total_charge=-1 homo_lumo_gap_ev=5.02 lumo_energy_ev=1.45 homo_ev=-3.57 relative_energy_kcal_mol=35.0
Cs 0.334 0.020 -0.978 -1.6 -2.9 0.5
O 4.103 4.433 -3.203 -0.5 0.1 0.4
C 4.585 3.323 -3.697 0.2 0.1 -0.3
O 5.423 3.316 -4.581 0.0 -0.1 0.0
C 4.065 2.045 -3.149 -0.1 -0.3 0.1
C 4.535 0.802 -3.533 0.0 0.5 0.0
N 3.841 -0.111 -2.842 0.1 0.1 -0.2
N 2.949 0.447 -2.031 0.0 -0.2 0.3
C 3.056 1.754 -2.188 0.4 0.1 -0.3
C 2.158 2.671 -1.390 0.4 0.4 -0.1
O 2.341 3.906 -1.518 0.2 0.3 -0.2
O 1.300 2.148 -0.672 0.8 2.0 0.6
H 3.361 4.253 -2.462 0.4 -0.1 -0.3
H 5.305 0.551 -4.233 0.2 -0.1 -0.1
H 3.963 -1.115 -2.826 -0.1 0.1 0.1
N -2.964 2.118 -1.525 -0.1 0.5 -0.5
P -2.584 0.961 -2.719 -0.1 0.1 -0.7
C -3.806 1.538 -3.977 -0.1 0.1 0.0
C -4.715 0.656 -4.559 0.4 0.1 0.2
C -5.624 1.106 -5.498 -0.2 0.3 -0.3
C -5.664 2.451 -5.845 0.0 -0.2 0.1
C -4.778 3.343 -5.254 -0.2 0.2 -0.2
C -3.850 2.888 -4.343 0.0 -0.3 0.1
C -1.130 1.714 -3.546 -0.1 0.0 0.1
C -0.537 2.919 -3.185 -0.2 -0.2 0.1
C 0.541 3.401 -3.906 0.1 0.2 -0.2
C 1.054 2.674 -4.968 0.0 0.1 0.0
C 0.476 1.463 -5.323 0.1 0.0 -0.1
C -0.618 0.995 -4.624 -0.1 -0.2 0.1
C -3.164 1.752 -0.221 -0.2 -0.2 0.7
C -3.945 2.524 0.649 0.0 0.0 0.1
C -4.079 2.103 1.956 0.1 -0.2 -0.1
C -3.419 0.952 2.369 -0.1 0.1 0.1
C -2.682 0.257 1.429 -0.1 -0.1 0.2
N -2.583 0.614 0.155 0.1 0.3 0.0
H -3.381 2.994 -1.817 0.1 -0.2 0.2
H -4.704 -0.389 -4.278 0.0 -0.1 0.0
H -6.305 0.409 -5.966 -0.1 0.0 0.0
H -6.389 2.804 -6.564 0.0 0.0 -0.1
H -4.808 4.393 -5.518 0.0 0.0 0.0
H -3.133 3.580 -3.920 0.1 0.1 0.0
H -0.894 3.469 -2.327 0.0 0.0 0.1
H 1.000 4.336 -3.618 0.0 0.0 0.0
H 1.908 3.050 -5.513 0.1 0.0 0.0
H 0.885 0.885 -6.142 0.0 0.0 0.0
H -1.092 0.059 -4.905 0.1 -0.1 0.0
H -4.421 3.433 0.308 0.0 0.0 -0.1
H -4.687 2.665 2.652 0.0 0.1 0.0
H -3.443 0.624 3.396 0.0 0.0 0.1
H -2.129 -0.632 1.705 0.0 0.0 0.1
C -0.905 -5.983 -1.538 -0.2 0.0 -0.1
N -0.360 -4.784 -2.124 0.0 -0.1 0.1
C -1.073 -3.764 -2.643 0.2 -0.4 -0.2
S -0.274 -2.431 -3.226 0.4 0.3 -0.5
N -2.413 -3.915 -2.731 0.1 -0.4 0.4
C -3.262 -2.827 -3.145 -0.2 0.3 -0.1
H -0.084 -6.601 -1.186 0.0 0.0 0.1
H -1.478 -6.558 -2.271 0.0 -0.1 0.0
H -1.547 -5.738 -0.686 0.1 -0.1 0.0
H 0.639 -4.680 -2.189 -0.1 0.2 0.1
H -2.844 -4.608 -2.137 0.1 0.0 -0.1
H -2.705 -2.227 -3.867 -0.2 0.0 0.1
H -3.531 -2.180 -2.302 0.0 0.0 -0.1
H -4.161 -3.230 -3.615 0.0 0.0 0.1
Cl -1.978 -3.110 0.484 -0.1 -0.1 0.2
C -2.386 -3.949 2.002 0.0 0.2 -0.1
Cl -1.635 -5.546 2.056 0.1 -0.2 0.2
H -3.464 -4.089 2.055 0.2 0.1 0.0
H -2.005 -3.364 2.836 0.0 0.0 -0.1
C 2.508 -4.864 0.615 0.2 -0.3 0.0
N 2.797 -3.742 1.477 0.0 0.2 -0.1
C 1.689 -3.413 2.359 -0.1 0.2 0.4
C 3.615 -2.757 0.988 0.3 -0.1 0.3
S 4.122 -2.804 -0.602 0.2 0.1 -0.9
N 4.079 -1.829 1.845 -0.6 -0.2 -0.2
C 4.139 -1.996 3.279 -0.2 0.0 0.4
C 4.637 -0.592 1.355 0.1 0.4 -0.2
H 2.151 -5.687 1.237 -0.1 0.0 0.0
H 3.414 -5.165 0.091 -0.2 -0.1 0.1
H 1.745 -4.612 -0.135 0.0 0.0 0.1
H 0.745 -3.597 1.834 0.0 0.0 0.0
H 1.701 -2.359 2.653 0.0 -0.2 0.0
H 1.720 -4.042 3.252 -0.1 0.1 0.0
H 3.926 -3.026 3.553 0.0 0.0 0.0
H 3.434 -1.321 3.789 0.1 -0.1 -0.1
H 5.154 -1.753 3.608 0.0 0.0 0.0
H 4.297 -0.422 0.334 0.1 0.1 0.1
H 5.732 -0.620 1.370 0.0 0.0 0.0
H 4.280 0.225 1.986 0.0 0.0 0.0
C 1.462 0.339 6.770 -0.1 0.0 -0.6
Si 0.342 -0.225 5.307 -0.3 -0.5 1.1
C 0.258 -2.150 5.476 0.1 0.6 -0.3
C -1.410 0.322 5.889 0.4 0.0 -0.4
As 0.962 0.281 3.176 0.0 -0.5 -0.1
Si 0.917 2.561 3.226 0.0 1.3 0.1
C 0.767 3.417 4.938 0.1 -0.5 -0.3
C 2.528 3.224 2.454 -0.4 -0.3 0.2
C -0.556 3.326 2.274 0.3 -0.4 0.1
H 1.144 -0.048 7.735 -0.2 -0.2 0.1
H 1.444 1.422 6.833 0.0 0.2 0.0
H 2.496 0.044 6.614 0.2 -0.1 -0.1
H -0.254 -2.479 6.374 -0.1 0.0 0.3
H 1.249 -2.595 5.471 0.2 -0.1 0.0
H -0.283 -2.548 4.620 -0.1 -0.1 -0.2
H -1.562 0.239 6.961 0.1 -0.1 0.3
H -2.170 -0.276 5.394 -0.2 -0.1 -0.2
H -1.575 1.359 5.614 -0.1 0.2 -0.1
H 1.655 3.246 5.540 0.2 0.0 0.1
H -0.085 3.017 5.480 -0.2 0.0 0.2
H 0.626 4.491 4.849 0.0 0.2 -0.2
H 3.401 2.791 2.938 0.0 -0.1 0.1
H 2.611 4.305 2.509 -0.1 0.3 0.0
H 2.548 2.940 1.407 0.0 0.0 -0.3
H -1.497 2.994 2.711 -0.1 -0.1 0.1
H -0.536 2.999 1.239 0.0 -0.1 -0.3
H -0.550 4.414 2.282 0.1 0.2 0.0

---

[2]
66
Properties=species:S:1:pos:R:3:forces:R:3 method="wB97M-V/def2-TZVPD" multiplicity=3 s2=2.003 homo_lumo_gap_ev="6.30 / 9.23" lumo_energy_ev="0.50 / 0.50" homo_ev="-5.80 / -8.74"
Ti 0.262 0.987 0.091 -0.5 0.4 -0.4
O -0.632 -2.044 -2.725 -0.1 0.0 0.0
C -0.101 -1.639 -1.579 0.1 -0.2 -0.1
O -0.540 -0.678 -0.989 0.0 0.0 0.2
C 1.044 -2.525 -1.145 0.1 0.1 -0.1
O 1.498 -2.258 0.145 -0.1 -0.2 0.0
C 2.811 -1.716 0.263 0.0 0.0 0.0
C 2.741 -0.190 0.186 0.0 -0.1 0.0
O 3.256 0.494 1.069 0.3 0.0 0.1
O 2.039 0.234 -0.793 0.0 0.0 0.2
H -1.370 -1.446 -2.941 0.0 0.0 0.0
H 0.697 -3.561 -1.207 -0.1 0.0 0.0
H 1.824 -2.397 -1.903 0.0 0.0 0.0
H 3.191 -2.033 1.232 0.0 0.0 0.0
H 3.461 -2.110 -0.524 0.0 0.0 0.0
O 0.791 4.621 -1.631 -0.1 0.0 0.0
S 0.018 3.600 -0.991 0.2 0.1 -0.2
O -0.232 2.371 -1.771 0.2 0.0 0.2
O 0.516 3.169 0.337 0.0 0.0 0.1
C -1.595 4.285 -0.681 0.0 0.0 0.0
C -1.785 5.634 -0.938 0.0 0.0 0.0
C -3.022 6.212 -0.696 0.0 0.0 0.0
C -4.057 5.439 -0.197 0.0 0.0 0.0
C -3.861 4.089 0.056 0.1 0.0 0.0
C -2.631 3.485 -0.189 0.0 0.0 0.0
P -2.343 1.691 0.128 -0.3 -0.1 0.0
C -3.561 1.298 1.434 0.0 0.0 0.0
C -3.050 1.141 2.720 0.0 0.0 0.0
C -3.892 0.869 3.788 0.0 0.0 0.0
C -5.255 0.728 3.576 0.0 0.0 0.0
C -5.772 0.851 2.293 0.0 0.0 0.0
C -4.931 1.132 1.227 0.0 0.0 0.0
C -3.097 0.914 -1.351 0.0 0.0 0.0
C -3.087 1.543 -2.591 0.0 0.0 0.0
C -3.499 0.862 -3.729 0.0 0.0 0.0
C -3.932 -0.453 -3.640 0.0 0.0 0.0
C -3.959 -1.086 -2.401 0.0 0.0 0.0
C -3.538 -0.408 -1.268 0.0 0.0 0.0
H -0.956 6.209 -1.325 0.0 0.0 0.0
H -3.175 7.264 -0.894 0.0 0.0 0.0
H -5.022 5.888 -0.003 0.0 0.0 0.0
H -4.676 3.504 0.456 0.0 0.0 0.0
H -1.979 1.212 2.859 0.0 0.0 0.0
H -3.485 0.755 4.785 0.0 0.0 0.0
H -5.914 0.509 4.406 0.0 0.0 0.0
H -6.833 0.725 2.121 0.0 0.0 0.0
H -5.341 1.209 0.227 0.0 0.0 0.0
H -2.730 2.560 -2.677 0.0 0.0 0.0
H -3.477 1.362 -4.689 0.0 0.0 0.0
H -4.257 -0.981 -4.527 0.0 0.0 0.0
H -4.305 -2.109 -2.321 0.0 0.0 0.0
H -3.538 -0.916 -0.311 0.0 0.0 0.0
C -0.009 1.576 4.767 0.1 0.0 0.0
P 1.091 1.187 3.391 0.1 0.1 0.2
C 2.032 2.667 3.048 0.1 -0.1 -0.1
C 2.231 -0.056 4.001 0.0 0.0 -0.1
O 0.301 0.704 2.204 -0.1 -0.2 -0.1
H 0.581 1.923 5.616 0.0 0.0 0.0
H -0.572 0.689 5.057 0.0 0.0 0.0
H -0.704 2.363 4.473 0.0 0.0 0.0
H 2.621 2.973 3.913 0.0 0.0 0.0
H 1.365 3.469 2.737 0.0 0.0 0.0
H 2.692 2.418 2.214 0.0 0.1 0.0
H 2.627 0.213 4.980 0.0 0.0 0.0
H 3.034 -0.128 3.265 0.0 0.0 0.0
H 1.714 -1.013 4.066 0.0 0.0 0.0

---

[3]
6
Properties=species:S:1:pos:R:3:forces:R:3 method="wB97M-V/def2-TZVPD" total_charge=-2 homo_lumo_gap_ev=5.39 lumo_energy_ev=6.16 homo_ev=0.78 relative_energy_kcal_mol=15.1
C 1.979 -0.430 -0.435 1.0 -1.4 -1.0
N 2.121 -1.351 -1.128 -0.6 -1.1 -0.9
N -3.150 0.754 0.169 -4.4 1.9 -0.5
N -1.088 -0.118 0.505 4.3 -2.0 1.0
N -2.112 0.326 0.374 -0.5 0.0 -0.5
S 2.250 0.818 0.515 0.2 2.5 1.8

---

[4]
63
Properties=species:S:1:pos:R:3:forces:R:3 method="wB97M-V/def2-TZVPD" total_charge=-1 homo_lumo_gap_ev=6.81 lumo_energy_ev=2.10 homo_ev=-4.71 relative_energy_kcal_mol=0.0
N -0.338 0.171 -0.316 -0.5 1.3 0.6
H 0.117 0.157 0.586 0.2 -0.5 0.1
H 0.134 0.857 -0.887 0.1 0.8 -0.7
H -1.307 0.408 -0.161 -0.5 0.5 -0.3
H -0.354 -0.693 -0.838 0.3 -1.7 -0.7
B 0.156 -0.311 -4.305 0.1 -0.1 -0.1
H 0.794 0.498 -4.627 2.8 3.4 -1.6
H -0.655 -0.420 -5.009 -3.3 -0.3 -2.7
H 0.719 -1.228 -4.220 2.2 -3.4 0.2
H -0.215 -0.076 -3.320 -1.8 0.8 3.6
B -0.216 -2.458 -1.566 0.1 -0.4 -0.1
H -0.921 -3.249 -1.366 -2.9 -3.1 1.0
H 0.313 -2.094 -0.699 2.2 0.8 3.6
H 0.505 -2.751 -2.314 2.7 -1.3 -2.6
H -0.699 -1.607 -2.021 -2.3 2.9 -1.6
C -4.873 1.839 1.069 -0.1 -0.1 -0.1
C -3.726 0.884 0.786 0.2 -2.2 -0.8
C -4.094 -0.616 0.869 -1.3 -0.1 1.1
O -3.153 0.983 -0.522 0.4 1.5 0.3
H -5.752 1.527 0.506 -0.1 0.2 -0.2
H -4.616 2.873 0.839 0.1 -0.1 -0.3
H -5.160 1.849 2.120 0.1 -0.3 0.1
H -2.932 1.049 1.514 0.3 0.3 -0.2
H -4.816 -0.945 0.122 -0.4 0.6 -0.3
H -4.592 -0.773 1.826 0.0 -0.3 0.2
H -3.355 -1.406 0.735 0.8 0.7 0.3
H -3.655 0.466 -1.156 -0.1 -0.1 0.0
C -0.798 -2.803 2.197 1.2 0.7 0.2
C 0.424 -3.625 1.605 -0.1 1.4 0.6
C 1.251 -4.203 2.729 -0.8 -0.7 0.4
O 0.134 -4.576 0.667 -0.5 -1.5 0.3
H -1.502 -3.258 2.893 -0.1 -0.8 -0.5
H -1.309 -2.141 1.498 -0.1 -0.6 -0.5
H -0.334 -2.072 2.859 0.4 0.3 0.3
H 1.085 -2.906 1.122 -0.2 0.6 -0.1
H 0.577 -4.727 3.407 0.0 0.1 0.4
H 1.759 -3.391 3.249 0.2 -0.2 0.1
H 1.916 -4.997 2.390 0.3 0.4 -0.3
H -0.080 -4.110 -0.144 -0.3 0.4 -0.9
C 2.437 0.845 3.462 0.7 0.6 -0.1
C 1.485 1.593 2.554 1.6 0.9 -1.0
C 2.221 2.190 1.301 -1.1 -0.7 -0.2
O 0.462 0.708 2.117 0.1 0.5 0.3
H 3.287 1.479 3.714 -0.3 0.5 0.6
H 2.996 0.075 2.931 -0.7 -0.5 -0.2
H 1.929 0.465 4.348 0.2 -0.1 0.1
H 1.053 2.501 2.975 -0.3 -0.3 0.8
H 2.541 1.389 0.635 0.1 0.0 0.0
H 3.059 2.873 1.439 0.1 -0.3 0.8
H 1.499 2.802 0.761 -0.2 -0.2 -0.2
H 0.005 0.345 2.879 0.0 -0.1 0.1
C 1.848 3.889 -2.282 1.1 0.0 -2.0
C 1.915 2.481 -2.894 0.6 -1.4 1.4
C 3.214 1.662 -2.615 0.0 1.5 0.5
O 0.875 1.744 -2.302 -0.2 1.2 0.7
H 2.783 4.376 -2.559 0.4 0.2 0.4
H 1.680 3.983 -1.209 -0.1 -0.4 -0.2
H 1.150 4.450 -2.904 -0.6 0.1 0.6
H 1.805 2.442 -3.978 -0.3 0.6 -0.1
H 3.470 1.850 -1.572 0.3 0.1 0.2
H 3.995 2.083 -3.248 0.4 -0.2 0.0
H 3.161 0.577 -2.704 -0.5 0.2 -0.5
H 0.700 1.074 -2.966 -1.0 -1.5 -0.8

---

[5]
85
Properties=species:S:1:pos:R:3:forces:R:3 method="wB97M-V/def2-TZVPD" multiplicity=4 total_charge=-1 s2=4.072 homo_lumo_gap_ev="5.25 / 4.44" lumo_energy_ev="2.44 / 2.44" homo_ev="-2.81 / -2.00"
Cr 0.321 -0.578 1.255 -1.2 -1.1 0.8
Cl 1.770 -0.425 3.005 0.6 0.3 1.0
P 0.347 0.427 -0.841 -0.4 -0.3 0.5
C -1.451 0.373 1.806 0.6 0.3 -1.1
H -2.225 -0.031 1.125 0.1 0.5 0.4
H -1.389 1.477 1.776 -0.6 -0.3 0.1
C 2.165 0.679 -1.042 -0.3 0.3 -0.6
C -0.509 2.070 -0.958 0.4 0.1 -0.3
C 2.675 0.772 -2.480 0.4 0.2 0.0
H 2.338 1.652 -0.543 0.0 -0.2 -0.1
C 4.172 1.112 -2.464 0.0 -0.1 -0.1
H 2.520 -0.193 -2.984 0.1 0.2 0.1
H 2.119 1.532 -3.048 0.2 -0.2 0.1
C 4.989 0.101 -1.649 -0.1 0.0 0.0
H 4.541 1.160 -3.494 0.1 0.0 0.1
H 4.295 2.110 -2.022 0.0 -0.1 -0.1
C 4.433 -0.067 -0.233 -0.1 0.0 -0.1
H 4.962 -0.872 -2.157 0.0 0.1 0.0
H 6.037 0.413 -1.606 0.0 0.0 -0.1
C 2.936 -0.390 -0.261 0.1 -0.1 0.3
H 4.970 -0.856 0.305 0.0 0.1 -0.1
H 4.581 0.863 0.334 0.0 -0.1 0.0
H 2.779 -1.382 -0.717 0.0 0.2 0.1
H 2.586 -0.436 0.789 0.2 0.0 -0.5
C -0.347 -0.666 -2.179 0.1 0.6 -0.2
C -2.023 1.927 -1.186 0.0 0.0 0.0
H -0.346 2.490 0.053 -0.1 -0.1 -0.3
C -2.713 3.293 -1.098 0.1 0.0 0.0
H -2.204 1.492 -2.180 0.0 0.1 0.2
H -2.474 1.243 -0.457 0.2 0.1 -0.1
C -2.113 4.305 -2.078 0.1 -0.1 0.0
H -3.786 3.171 -1.286 0.1 0.1 0.1
H -2.601 3.678 -0.075 -0.1 -0.1 -0.1
C -0.593 4.408 -1.912 0.1 0.0 0.0
H -2.350 4.002 -3.108 0.0 0.0 0.1
H -2.571 5.288 -1.925 0.0 -0.1 -0.1
C 0.102 3.042 -1.980 -0.2 0.2 -0.1
H -0.173 5.068 -2.679 0.0 0.0 0.1
H -0.371 4.859 -0.935 0.0 0.0 -0.1
H -0.013 2.629 -2.995 0.1 0.2 0.2
H 1.180 3.166 -1.808 -0.2 0.0 0.0
C 0.341 -2.035 -2.262 -0.1 -0.1 0.2
H -1.384 -0.830 -1.823 0.3 0.0 -0.1
C -0.410 -2.966 -3.220 0.0 0.2 -0.1
H 1.383 -1.910 -2.594 -0.2 0.0 0.0
H 0.380 -2.518 -1.280 -0.1 0.2 -0.2
C -0.571 -2.345 -4.611 0.0 0.0 0.1
H 0.122 -3.922 -3.289 -0.1 0.1 0.0
H -1.404 -3.176 -2.800 0.1 0.0 0.0
C -1.193 -0.947 -4.530 0.1 0.1 0.0
H 0.413 -2.277 -5.093 -0.1 0.0 0.0
H -1.188 -2.994 -5.241 0.1 0.0 0.0
C -0.430 -0.025 -3.570 0.0 -0.2 -0.2
H -1.226 -0.486 -5.523 -0.1 -0.1 0.0
H -2.231 -1.037 -4.179 0.1 0.0 0.0
H 0.586 0.153 -3.952 -0.3 -0.1 0.0
H -0.929 0.952 -3.529 0.1 -0.3 -0.1
C 0.372 -2.727 1.167 0.0 0.1 -0.2
C -0.980 -2.270 0.986 0.3 0.0 -0.5
H 1.103 -2.743 0.341 -0.5 -0.2 0.2
C -2.065 -2.725 1.941 0.2 -0.2 0.0
H -1.377 -2.030 -0.017 0.2 -0.4 0.2
C -1.505 -3.127 3.311 0.0 0.1 -0.1
H -2.824 -1.947 2.082 0.0 -0.1 -0.1
H -2.580 -3.589 1.488 0.0 0.0 0.2
C -0.380 -4.146 3.174 0.1 0.0 -0.3
H -1.126 -2.226 3.813 0.0 -0.3 -0.2
H -2.310 -3.530 3.942 0.1 0.1 -0.1
C 0.787 -3.603 2.330 0.2 0.0 0.3
H -0.017 -4.430 4.169 0.0 0.0 -0.1
H -0.778 -5.056 2.702 0.0 0.1 0.0
H 1.458 -3.021 2.980 -0.1 -0.2 0.0
H 1.386 -4.447 1.955 -0.1 0.0 0.1
F -1.726 2.834 7.612 0.1 0.0 0.3
C -1.543 2.008 6.570 0.1 0.0 -0.3
C -0.788 2.439 5.487 0.1 -0.2 0.0
F -0.183 3.633 5.528 0.0 0.0 0.2
C -0.680 1.675 4.337 0.1 0.1 -0.2
F 0.073 2.160 3.313 -0.8 -0.2 0.9
C -1.449 0.504 4.249 -0.7 -0.7 -2.0
O -1.875 -0.079 3.103 0.5 0.3 1.8
C -2.046 -0.024 5.406 -0.3 0.2 0.1
F -2.724 -1.192 5.350 0.2 0.7 0.0
C -2.147 0.755 6.540 0.2 0.3 -0.1
F -2.903 0.360 7.571 0.1 -0.1 0.1

---

[6]
51
Properties=species:S:1:pos:R:3:forces:R:3 method="wB97M-V/def2-TZVPD" total_charge=+2 homo_lumo_gap_ev=8.48 lumo_energy_ev=-6.09 homo_ev=-14.57 relative_energy_kcal_mol=0.0
Pb 10.219 -29.897 34.475 0.5 -0.2 0.1
C 13.983 -29.556 32.009 -0.3 0.6 -0.1
S 13.942 -30.569 33.502 -0.9 -0.3 -0.5
O 12.672 -30.164 34.257 0.8 -0.3 -0.6
C 13.500 -32.136 32.649 -0.2 0.5 0.8
H 13.545 -28.603 32.309 0.4 0.0 0.2
H 13.355 -29.880 31.177 0.0 -0.5 0.2
H 15.007 -29.433 31.665 0.1 0.0 0.1
H 13.525 -32.919 33.401 0.1 -0.1 0.0
H 14.160 -32.370 31.819 0.1 0.2 0.0
H 12.469 -31.991 32.330 0.0 0.0 -0.2
C 11.533 -34.679 35.262 -0.1 0.4 0.1
S 10.580 -33.398 36.093 0.3 0.0 0.7
O 10.955 -32.094 35.408 0.1 -0.5 -0.1
C 11.528 -33.398 37.648 0.0 -0.6 -0.4
H 11.019 -34.886 34.326 0.2 -0.1 -0.1
H 11.603 -35.567 35.885 -0.2 0.0 0.0
H 12.527 -34.265 35.112 0.0 0.0 -0.2
H 11.072 -32.668 38.307 0.2 0.2 0.0
H 12.587 -33.248 37.436 -0.1 0.6 -0.1
H 11.510 -34.387 38.112 -0.5 0.0 -0.1
C 12.191 -26.336 31.338 0.3 -0.1 0.3
S 10.682 -26.858 32.191 0.4 0.0 0.7
O 11.024 -28.193 32.873 0.1 0.7 -0.7
C 10.843 -25.640 33.531 0.3 -0.6 -0.4
H 12.131 -25.317 30.958 -0.4 0.0 0.0
H 12.442 -26.998 30.512 -0.2 -0.1 0.1
H 12.979 -26.360 32.093 0.1 -0.1 -0.1
H 9.986 -25.736 34.192 -0.2 0.3 -0.1
H 10.999 -24.672 33.061 -0.4 0.2 0.2
H 11.747 -25.906 34.080 0.0 -0.1 0.0
C 5.971 -29.532 33.489 -0.4 0.0 0.5
S 6.961 -28.020 33.594 -0.4 0.0 -1.3
O 8.360 -28.370 34.069 -0.5 -0.1 -0.1
C 7.143 -27.818 31.785 0.5 0.6 0.7
H 5.426 -29.646 34.428 0.6 -0.3 0.3
H 6.633 -30.356 33.230 -0.1 -0.1 0.2
H 5.136 -29.473 32.788 0.5 0.4 -0.4
H 7.699 -28.644 31.345 -0.3 -0.3 0.1
H 7.769 -26.933 31.673 -0.1 0.1 -0.1
H 6.171 -27.627 31.339 0.0 -0.2 0.0
C 7.717 -30.862 38.416 0.0 -0.7 0.2
S 7.174 -30.571 36.724 -0.4 -0.5 0.0
O 8.393 -30.761 35.846 0.0 -0.2 0.2
C 6.154 -32.075 36.416 0.4 0.5 0.6
H 6.910 -30.614 39.105 -0.1 0.1 -0.1
H 8.598 -30.273 38.661 -0.1 0.3 -0.3
H 7.985 -31.909 38.574 -0.1 0.0 -0.2
H 5.770 -31.978 35.406 0.0 0.0 -0.1
H 5.337 -32.096 37.138 -0.1 0.1 -0.1
H 6.740 -32.986 36.518 0.2 0.2 0.0

---

Number 1: energy -192573.82983 eV. Number 2: energy -97340.03468 eV. Number 3: energy -17830.05769 eV. Number 4: energy -24185.11612 eV. Number 5: energy -98744.40997 eV. Number 6: energy -80502.13152 eV.